Entry 1:
Here is 3 unconnected molecules or ions with the total composition C31H59BN4O5P at a distorted geometry from the OMol25 dataset. Energies are from the ωB97M-V functional and the def2-TZVPD basis.

The geometry in XYZ format:
```
101
Properties=species:S:1:pos:R:3:mulliken_charge:R:1
P -1.39084 -1.58631 -3.52546 0.4361
O 1.27131 -1.50999 2.07304 -0.8965
O 7.69590 -0.78567 -0.18739 -0.4530
O 6.39814 -2.11710 -1.57849 -0.5550
O -3.67623 -1.42151 2.10623 -0.7002
O -5.63245 3.24909 5.80265 -0.6519
N -5.14159 5.36077 5.24815 -0.1787
N 0.06525 -0.67875 -1.21028 1.8732
N 1.72346 -3.20365 0.27711 -0.0412
N -5.23136 0.08115 2.68957 -0.0895
C -1.85597 -0.67369 -5.11452 -1.0639
C 1.04094 -6.04750 -4.83294 -0.4881
C 1.27523 -3.03618 -3.71731 0.0792
C 2.96851 2.31726 -0.63520 -0.4344
C -3.40245 3.63800 5.02827 -1.0625
C 2.67653 -0.28321 -1.26690 0.8259
C -0.79610 0.55205 -0.91608 -0.1733
C 1.75361 -3.45077 -5.16050 -0.7300
C -4.80362 4.05114 5.39016 0.7089
C 0.16073 -0.78224 -2.69036 -1.4893
C 1.33689 -0.53077 -0.42957 -0.5525
C 0.57537 -5.64867 -3.38319 -0.7003
C 5.35752 0.06379 -1.18710 -0.3898
C 2.99983 -3.72158 0.92691 -0.9095
C -2.83369 -1.73410 -2.31023 -0.8363
C 6.53737 -1.01025 -0.96761 0.1412
C 0.96851 3.73532 0.51619 -0.0250
C 0.62664 -3.99314 0.99203 -1.2000
C 1.97579 3.60777 -0.76282 -0.6507
C -4.14548 -0.68468 2.97046 0.7619
C -5.92975 1.00611 3.56002 -0.8284
C 1.17523 5.15267 1.28901 -1.2497
C 1.65254 -4.91816 -5.69730 -0.4189
C -1.55588 0.46837 0.49459 -0.8480
C 1.45793 -1.50529 -3.29623 0.4979
C -3.55424 -0.59678 4.35072 -0.9761
C -4.31805 6.45592 4.78200 -0.7806
C 2.79731 -1.41877 -2.39779 -1.6711
C 2.71518 1.23584 -1.83776 -0.5728
C 0.70882 -4.18030 -2.84286 0.3738
C 4.03320 -0.42845 -0.36434 -0.6527
B 1.44733 -1.78474 0.65138 0.9383
H -3.31029 6.13481 4.52630 0.2834
H 1.08480 6.01076 0.54271 0.3719
H 0.15872 0.29846 -3.10936 0.5374
H 0.97043 -7.11427 -5.24104 0.3302
H 3.05770 -2.41439 -1.87797 0.2141
H 0.86849 -0.62439 2.20556 0.3361
H -4.29097 -0.90380 5.09569 0.4109
H 0.27914 5.23288 2.01597 0.2884
H -1.62070 0.67918 -1.71882 0.5235
H 0.81209 -4.06869 2.11617 0.4047
H 3.94285 0.09670 0.65058 0.3029
H -2.94959 -0.33383 -5.17514 0.3712
H -0.46519 -1.47782 -0.79318 0.4339
H -1.13439 0.19396 -5.38005 0.2974
H -2.52981 -2.01555 -1.23511 0.1281
H -0.12298 3.64585 0.17323 0.1740
H 5.68409 1.06942 -0.75902 0.3749
H -2.07668 -0.53610 0.67993 0.0231
H 4.05826 2.65774 -0.71071 0.3756
H 0.33371 -3.97026 -1.79072 0.1738
H 3.48847 -2.89123 1.54160 0.2887
H -5.48741 1.05615 4.55234 0.2947
H 2.12128 5.17309 1.92680 0.3146
H -2.68093 4.16439 5.65663 0.4493
H -3.68905 -2.40559 -2.68018 0.4369
H 1.70411 -0.93949 -4.27750 0.5453
H 0.71675 -5.07096 0.57758 0.3421
H 1.70568 1.56616 -2.29809 0.2177
H 0.12774 -6.50265 -2.76482 0.3081
H -0.79831 0.71014 1.33301 0.0875
H -3.21492 0.42158 4.55013 0.0744
H 1.34319 3.58675 -1.71459 0.2826
H -2.30359 1.35149 0.51305 0.4993
H -5.90186 1.99538 3.09883 0.2561
H 2.19340 -2.64933 -5.84109 0.2555
H 3.67269 -1.18023 -3.08950 0.5416
H -3.20965 3.84547 3.97312 0.3628
H -6.09740 5.55798 5.51123 0.2448
H -1.72087 -1.43645 -5.97483 0.3176
H 2.62493 4.56534 -0.73600 0.4523
H 1.13702 2.92289 1.30250 0.0534
H -4.79531 6.89280 3.90215 0.2809
H -4.27078 7.20886 5.57149 0.2857
H 2.83336 -4.64973 1.56863 0.4057
H -3.28783 2.56665 5.19568 0.0295
H -0.17857 1.52844 -0.98763 -0.0851
H -2.69562 -1.26605 4.41888 0.3032
H -6.96855 0.67973 3.64038 0.2880
H 3.69871 -4.05640 0.06475 0.2853
H -5.56867 -0.03487 1.74389 0.2365
H 8.39008 -1.35757 -0.60789 0.3930
H -0.42568 -3.63395 0.72752 0.2821
H 5.18768 0.12216 -2.31071 0.2954
H 4.25769 -1.53796 -0.11537 0.2353
H 2.06046 -5.07959 -6.76014 0.3118
H 2.76799 1.87869 0.40036 0.1331
H 1.21101 0.40101 0.25118 -0.6523
H -3.30350 -0.67485 -2.21749 0.2784
H 3.47927 1.36810 -2.69714 0.3464
```

total charge	+1
LUMO level	-0.0766	Eh
HOMO level	-9.94	eV
spin multiplicity	1
HOMO-LUMO gap	7.85	eV

***

Entry 2:
Here is C3H2N2O3 in the gas phase at a distorted geometry from the OMol25 dataset. Energies are from the ωB97M-V functional and the def2-TZVPD basis.

The geometry in XYZ format:
```
10
Properties=species:S:1:pos:R:3:mulliken_charge:R:1
O -2.54562 -0.85643 0.01017 -0.5008
O 2.58904 -0.74322 -0.24517 -0.5076
O -0.26473 -0.84686 0.18553 -0.2814
N -0.11414 1.37224 0.10818 -0.1415
N -1.30414 1.14564 -0.21704 -0.3228
C 0.60207 0.28003 0.10708 0.2375
C -1.45524 -0.34024 -0.07822 0.6231
C 1.85152 0.27577 0.02601 0.1337
H 3.50915 -0.58729 0.45976 0.4376
H 2.19921 1.24086 0.36883 0.3222
```

LUMO level	-0.0332	Eh
HOMO level	-9.95	eV
spin multiplicity	1
HOMO-LUMO gap	9.04	eV
ΔE to the lowest compared entry with this formula, charge and spin	107.9	kcal/mol

***

Entry 3:
Here is a molecular structure, C17H32N4O5PReS2 from the OMol25 dataset. Energies are from the ωB97M-V functional and the def2-TZVPD basis.

The geometry in XYZ format:
```
62
Properties=species:S:1:pos:R:3:mulliken_charge:R:1
Re -0.60260 -1.47294 1.14322 1.2614
S -2.49209 -0.02535 1.24593 -0.4601
S -4.74837 -0.02512 -0.73858 0.0166
P 0.07459 1.04214 -0.73979 0.3374
O -1.11383 1.51470 -1.45612 -0.7736
O 0.14100 -0.50770 -0.46673 -0.1862
O 1.46716 1.40396 -1.38460 -0.1613
O 0.26378 1.59724 0.74877 0.6944
O -1.05917 -2.34872 2.78235 -0.5614
N 0.99911 -0.59635 2.30674 -0.6945
N -3.14308 -1.99586 -0.51265 -1.4700
N 0.47832 -3.26723 0.59716 -0.0256
N -1.97265 -2.51283 -0.02030 0.8086
C 0.36652 3.00917 1.15707 1.3425
C 0.81685 0.78646 -3.70222 -1.5831
C -0.32011 -4.18386 -0.00056 0.8731
C -3.39420 -0.81139 -0.01548 0.6440
C 2.28362 -4.81465 0.52131 -0.8122
C -4.57834 1.67938 -0.18640 -0.7487
C 1.46150 -5.76708 -0.05787 -0.2749
C 0.14140 -5.44511 -0.33154 -0.8937
C 1.75347 -3.57572 0.83351 -0.1468
C 1.85162 1.44878 -2.80885 1.5860
C -1.65806 -3.71649 -0.35303 -0.4004
C -0.29565 3.04930 2.52383 -1.5579
C -0.35320 3.93500 0.19208 -1.3265
C 3.17130 0.69961 -2.86282 -1.6935
C 2.02366 2.91699 -3.15058 -1.5880
C 1.84687 3.33987 1.24530 -1.4305
C -2.30985 -2.55365 3.41863 -0.6689
H 3.02413 -0.34884 -2.60125 0.3306
H -5.38336 2.21344 -0.68862 0.3883
H 0.59052 0.09921 2.92772 0.2033
H -2.23948 -3.45588 4.02715 0.2741
H 2.36625 -2.80283 1.27724 0.4572
H -3.61651 2.07495 -0.50768 0.1456
H 3.32400 -5.01777 0.72817 0.4324
H 2.33317 3.18787 0.28310 0.1166
H 1.84611 -6.74591 -0.30780 0.4456
H 1.22478 0.73604 -4.71281 0.4785
H -1.41216 3.69229 0.12667 0.2004
H 3.59037 0.74922 -3.86800 0.4428
H -2.54820 -1.70487 4.06374 0.2770
H 2.45258 3.01583 -4.14843 0.4701
H -0.11807 1.33962 -3.72202 0.3658
H 0.06502 3.88428 -0.81112 0.1804
H -3.11482 -2.67130 2.68935 0.2502
H 1.06318 3.43187 -3.14213 0.3037
H 0.60366 -0.23266 -3.37486 0.2854
H -2.34334 -4.31058 -0.94585 0.4447
H 2.69452 3.40275 -2.44165 0.3169
H 1.49386 -1.26344 2.89296 0.3533
H -1.33909 2.74162 2.45496 0.2847
H 2.33967 2.71172 1.99076 0.3221
H 1.64397 -0.08311 1.70806 0.1975
H -0.24269 4.95782 0.55399 0.5135
H -0.52434 -6.15264 -0.80489 0.4918
H -4.70918 1.77504 0.88844 0.3313
H 3.88896 1.13720 -2.16862 0.3434
H 0.22386 2.39721 3.23063 0.3177
H 1.98355 4.37959 1.54312 0.4466
H -0.26049 4.05970 2.93190 0.4827
```

total charge	+1
LUMO level (spin up / spin down)	-0.1526 / -0.1670	Eh
HOMO level (spin up / spin down)	-11.05 / -11.28	eV
spin multiplicity	4
HOMO-LUMO gap (spin up / spin down)	6.90 / 6.74	eV
expectation value of S²	3.775
ΔE to the lowest compared entry with this formula, charge and spin	0.0	kcal/mol

***

Entry 4:
Here is 2 unconnected molecules or ions with the total composition C5H14 at a distorted geometry from the OMol25 dataset. Energies are from the ωB97M-V functional and the def2-TZVPD basis.

The geometry in XYZ format:
```
19
Properties=species:S:1:pos:R:3:mulliken_charge:R:1
C -1.28339 -0.13250 -1.66642 -0.9728
C 0.45791 0.76532 3.15897 -0.8319
C -0.51238 -0.95251 -2.76991 -0.1202
C 0.44387 -2.01548 -2.16814 -1.0812
C 0.85625 2.09128 2.68101 -0.6495
H 0.33619 2.22989 1.68287 0.1543
H -2.30511 0.01913 -1.90925 0.3345
H 1.03205 -0.06410 2.71008 0.2487
H -1.27529 -1.45535 -3.45368 0.2432
H 1.14758 -2.41611 -2.91373 0.3180
H -1.09773 -0.67612 -0.59724 0.1816
H 0.01530 -0.07204 -3.30652 0.2259
H 1.97566 2.35710 2.54804 0.2591
H 1.03429 -1.50194 -1.36746 0.2834
H 0.56634 0.37775 4.17232 0.3426
H -0.70090 0.65452 3.19542 0.2208
H -0.81048 0.75906 -1.46068 0.3024
H -0.12291 -2.86202 -1.70440 0.2844
H 0.24276 2.89413 3.16870 0.2568
```

LUMO level	0.0375	Eh
HOMO level	-10.69	eV
spin multiplicity	1
HOMO-LUMO gap	11.72	eV
ΔE to the lowest compared entry with this formula, charge and spin	37.4	kcal/mol

***

Number 1: calculated total energy -59254.5397 eV. Number 2: calculated total energy -12262.3034 eV. Number 3: calculated total energy -67434.9338 eV. Number 4: calculated total energy -5410.4264 eV.